No. 1
Entry from OMol25: an isolated molecule of C20H24ClN3S (ωB97M-V/def2-TZVPD).

Last column: Löwdin charge in e.
CARTESIAN COORDINATES (ANGSTROEM)
Cl1 0.14540 6.18755 -2.05741  0.662
S1 -3.98239 0.47720 -0.35424  0.612
N1 0.83319 -0.66138 1.40298  -0.200
N2 -2.60393 0.04381 1.78054  0.013
N3 -1.38502 0.01349 -0.20937  0.028
C1 -0.95910 -1.41720 2.96326  -0.117
C2 0.59371 3.65370 -1.24919  -0.104
C3 -0.44826 1.03807 2.58921  -0.105
C4 1.65195 -3.31285 -2.76736  -0.084
C5 -0.25073 4.50673 -1.94181  -0.679
C6 -1.71589 2.68516 -2.43882  -0.029
C7 0.07362 -1.80752 1.90300  -0.174
C8 1.93014 -1.21564 -1.63780  -0.058
C9 -0.87868 1.81163 -1.75963  -0.201
C10 0.92682 0.39528 2.39644  -0.184
C11 0.27219 2.31231 -1.16124  -0.043
C12 2.12761 -1.06324 0.85982  -0.143
C13 -2.54908 0.17341 0.43134  -0.869
C14 1.77094 -1.93469 -2.80975  -0.082
C15 1.70597 -3.96755 -1.54895  -0.076
C16 1.97106 -1.86193 -0.40862  -0.212
C17 -1.40705 4.03072 -2.53627  -0.096
C18 -1.56242 -0.01321 2.79067  -0.288
C19 1.86775 -3.24680 -0.37906  -0.050
C20 -1.23426 0.35278 -1.60483  -0.168
H1 2.03963 -0.14160 -1.68295  0.104
H2 1.62618 -5.04379 -1.50893  0.104
H3 -1.76350 -2.15339 2.96158  0.121
H4 -2.06197 4.70670 -3.06305  0.106
H5 -2.08507 0.21193 3.72656  0.143
H6 -2.18034 0.14515 -2.11024  0.073
H7 -0.49152 -1.44481 3.94956  0.114
H8 0.92277 1.64550 -0.61422  0.094
H9 -0.45056 -0.28472 -2.02315  0.106
H10 1.62394 1.15575 2.03556  0.120
H11 -3.54987 0.11941 2.12238  0.101
H12 -2.62528 2.31299 -2.88482  0.111
H13 1.52661 -3.87513 -3.68039  0.103
H14 0.75033 -2.55332 2.35039  0.119
H15 1.92330 -3.76972 0.56490  0.109
H16 1.48847 4.03936 -0.78532  0.102
H17 -0.40336 1.70079 3.45399  0.116
H18 1.31544 0.02129 3.35723  0.128
H19 1.74279 -1.41654 -3.75713  0.108
H20 2.70053 -1.64898 1.59952  0.131
H21 -0.41963 -2.27898 1.04763  0.123
H22 2.69218 -0.15309 0.63902  0.122
H23 -0.52625 -0.12878 0.32728  0.082
H24 -0.68836 1.65413 1.72171  0.108

* energy above the lowest of the compared OMol25 structures with the same formula, charge and spin: 20.0 kJ/mol
* multiplicity: 1
* net charge: 0
* HOMO level: -0.2847 Eh
* largest force on an atom: 0.91 eV/Å
* gap between HOMO and LUMO: 0.3038 hartree


No. 2
Entry from OMol25: an isolated molecule of C20H24ClN5O3S (ωB97M-V/def2-TZVPD).

Last column: Löwdin charge in e.
CARTESIAN COORDINATES (ANGSTROEM)
Cl1 2.18776 -3.40265 1.47629  0.709
S1 1.13285 -0.07247 2.08009  1.011
O1 -3.45315 -2.22008 -0.69778  0.062
O2 3.57890 2.57721 -2.26969  -0.131
O3 -5.31931 1.93687 -0.63633  0.080
N1 3.16601 2.04591 0.53319  -0.170
N2 -1.06990 -0.94156 0.78051  -0.006
N3 -3.26740 1.74509 0.30509  0.012
N4 -4.36232 -0.11640 -0.65137  0.032
N5 -1.09472 1.24421 1.25536  0.158
C1 -0.57860 -2.28864 0.62175  -0.098
C2 1.53784 1.68189 2.33755  -0.410
C3 0.53787 -2.31828 -0.39247  -0.231
C4 -4.37557 1.23588 -0.34371  -0.440
C5 1.85999 2.42426 1.04162  -0.256
C6 2.74911 1.51243 -1.85617  -0.190
C7 -5.55274 -0.59916 -1.33260  -0.005
C8 3.98947 3.14354 0.05534  -0.163
C9 2.82404 -2.75504 -1.04536  -0.105
C10 -2.23903 0.91542 0.61836  -0.217
C11 -3.35650 -1.04908 -0.37526  -0.371
C12 -0.41828 0.10582 1.33295  -0.575
C13 -3.21405 3.14482 0.66393  -0.003
C14 0.29650 -1.83861 -1.67549  -0.016
C15 1.29514 -1.81038 -2.63024  -0.079
C16 2.56355 -2.26710 -2.31220  -0.086
C17 -2.26026 -0.43326 0.29966  -0.069
C18 3.55601 3.63324 -1.33230  -0.193
C19 1.81602 -2.77883 -0.09277  -0.622
C20 3.15307 0.99221 -0.47108  -0.164
H1 2.85899 0.72854 -2.60648  0.112
H2 4.24348 4.39020 -1.71296  0.123
H3 3.95933 3.96333 0.77464  0.120
H4 2.54198 4.06204 -1.27828  0.123
H5 3.80601 -3.11847 -0.78706  0.106
H6 -0.69754 -1.49518 -1.92181  0.119
H7 -0.22739 -2.65776 1.58856  0.092
H8 -1.41997 -2.89582 0.27520  0.135
H9 1.04563 2.25024 0.32665  0.100
H10 1.69807 1.84490 -1.84319  0.123
H11 -4.16509 3.59480 0.38642  0.089
H12 3.35019 -2.25007 -3.05065  0.109
H13 -2.39789 3.63390 0.13154  0.096
H14 -3.04490 3.24068 1.73600  0.095
H15 5.01680 2.77219 -0.00875  0.125
H16 -5.68389 -0.06302 -2.27196  0.099
H17 -5.41671 -1.66238 -1.51580  0.086
H18 2.48035 0.19311 -0.16214  0.073
H19 -6.42994 -0.42873 -0.70931  0.100
H20 1.86545 3.49083 1.28253  0.124
H21 2.40268 1.67857 2.99818  0.080
H22 0.67550 2.12757 2.82954  0.070
H23 4.16742 0.58673 -0.52777  0.130
H24 1.08277 -1.43835 -3.62067  0.109

* multiplicity: 1
* net charge: 0
* HOMO level: -0.2935 Eh
* largest force on an atom: 1.39 eV/Å
* gap between HOMO and LUMO: 0.3129 hartree


No. 3
Entry from OMol25: a structure of composition C20H24CoN4S3 (ωB97M-V/def2-TZVPD).

Last column: Löwdin charge in e.
CARTESIAN COORDINATES (ANGSTROEM)
Co1 0.11009 -0.50144 0.04371  -0.097
S1 -0.63418 -1.28127 -1.90798  0.667
S2 1.73847 -2.22531 0.00836  0.664
S3 0.41355 -0.05876 2.28669  0.698
N1 -1.46252 0.95770 -0.10034  -0.224
N2 0.45027 -3.22179 2.20054  0.059
N3 1.44769 1.16699 -0.30853  -0.227
N4 0.16711 -4.43294 0.43918  -0.111
C1 -2.46599 0.82428 0.97419  -0.080
C2 0.52399 2.19263 -0.82292  -0.142
C3 -2.15450 0.92367 -1.39172  -0.290
C4 -1.84682 -0.08206 -2.29581  -0.590
C5 2.41991 0.77633 -1.34275  -0.091
C6 -0.37425 -4.25610 2.56477  -0.060
C7 -0.54239 -5.02451 1.46319  -0.044
C8 -2.52282 -0.10387 -3.52066  -0.114
C9 2.10170 1.62669 0.90594  -0.273
C10 -0.71744 2.23097 0.04711  -0.154
C11 3.10313 2.58857 0.82471  -0.037
C12 3.73723 3.05227 1.96142  -0.089
C13 1.70592 1.11998 2.14401  -0.556
C14 -3.12243 1.87581 -1.69417  -0.042
C15 2.35568 1.60237 3.28459  -0.116
C16 -3.47988 0.84141 -3.82217  -0.094
C17 0.76211 -3.31548 0.89387  -0.720
C18 -3.78725 1.84194 -2.90611  -0.089
C19 3.35477 2.54904 3.19984  -0.095
C20 0.23047 -4.89525 -0.93624  -0.023
H1 3.18081 0.14382 -0.89088  0.081
H2 -3.12246 1.69886 1.00625  0.088
H3 1.00927 3.17695 -0.85970  0.132
H4 -0.45097 2.34407 1.09897  0.113
H5 0.66970 -2.37293 2.71675  0.050
H6 3.39257 2.97678 -0.14269  0.108
H7 -1.34783 3.08016 -0.23765  0.123
H8 1.26396 -4.87366 -1.27416  0.085
H9 -0.36686 -4.23924 -1.57086  0.063
H10 2.05552 1.21276 4.24888  0.097
H11 -3.98720 0.80458 -4.77643  0.101
H12 3.83972 2.89689 4.10077  0.100
H13 -4.53564 2.58675 -3.13461  0.098
H14 2.90503 1.64353 -1.80193  0.086
H15 -1.95459 0.71767 1.92800  0.020
H16 -3.36007 2.65178 -0.97914  0.106
H17 -0.15220 -5.91292 -0.96727  0.092
H18 -0.75847 -4.36201 3.56017  0.117
H19 -2.27452 -0.87955 -4.23284  0.098
H20 1.89340 0.21279 -2.11302  0.062
H21 -1.10556 -5.92398 1.31310  0.120
H22 0.24581 1.91082 -1.84226  0.129
H23 4.51890 3.79427 1.88398  0.098
H24 -3.06993 -0.06007 0.77387  0.104

* energy above the lowest of the compared OMol25 structures with the same formula, charge and spin: 0.0 kJ/mol
* multiplicity: 2
* net charge: 0
* HOMO level (spin up / spin down): -0.2625 / -0.2637 Eh
* largest force on an atom: 0.59 eV/Å
* gap between HOMO and LUMO (spin up / spin down): 0.2824 / 0.2863 hartree


No. 4
Entry from OMol25: an isolated molecule of C20H24FN3 (ωB97M-V/def2-TZVPD).

Last column: Löwdin charge in e.
CARTESIAN COORDINATES (ANGSTROEM)
F1 -2.21859 5.32958 1.80066  -0.030
N1 2.37004 -0.35726 -3.02711  0.134
N2 -0.75241 1.91026 1.47524  -0.205
N3 0.67350 1.88492 -2.86630  0.067
C1 -2.15239 4.03744 2.19516  -0.226
C2 0.47457 -0.85013 1.42270  -0.161
C3 2.08778 0.45511 -4.07903  -0.134
C4 -2.18252 -3.89249 -1.00197  -0.090
C5 3.06442 -1.75540 -0.73465  -0.055
C6 -0.12843 1.26088 2.71661  -0.177
C7 -0.04777 -2.06926 -0.39570  -0.116
C8 0.91415 0.30905 2.29428  -0.148
C9 1.80878 0.09825 -1.76267  -0.192
C10 0.90622 -1.14928 0.19526  -0.114
C11 0.99188 1.24518 -1.74845  -0.070
C12 -1.84617 -3.60493 0.32997  -0.012
C13 -1.33978 -3.41463 -1.99934  -0.139
C14 2.15250 -0.56072 -0.52671  -0.266
C15 -1.84042 1.20776 0.75933  -0.090
C16 1.27164 1.57948 -4.00471  -0.147
C17 -0.92091 3.41672 1.40046  -0.142
C18 -0.63165 -1.83792 1.85063  -0.051
C19 -0.87707 -2.57960 0.54572  -0.184
C20 -0.36153 -2.52514 -1.77060  -0.010
H1 1.03640 2.06889 -4.89563  0.080
H2 -2.17715 1.80023 -0.13586  0.106
H3 0.27208 -2.24487 -2.62326  0.104
H4 -3.06533 3.48260 2.08738  0.098
H5 2.51624 -2.57995 -1.13691  0.074
H6 1.34377 -0.10138 3.18573  0.116
H7 -2.03474 3.95091 3.23963  0.093
H8 -1.35651 -3.76513 -3.04295  0.113
H9 -1.49061 -1.21128 2.04492  0.103
H10 1.61509 0.98094 1.87339  0.099
H11 -2.50446 -3.90367 1.15988  0.112
H12 2.71419 0.15223 0.15775  0.165
H13 0.58732 1.70355 -0.78972  0.127
H14 2.69314 0.30818 -5.05193  0.127
H15 -0.96317 0.82569 3.26613  0.111
H16 3.84903 -1.48860 -1.42051  0.071
H17 0.35850 2.04863 3.35025  0.130
H18 0.00072 3.85147 2.02965  0.142
H19 -0.25671 -2.39648 2.73758  0.145
H20 -0.84246 3.76713 0.33429  0.119
H21 -1.46880 0.21338 0.46740  0.064
H22 -2.76503 1.05125 1.29681  0.067
H23 3.53462 -2.09867 0.16271  0.079
H24 -3.01196 -4.55289 -1.36549  0.114

* energy above the lowest of the compared OMol25 structures with the same formula, charge and spin: 169.1 kJ/mol
* multiplicity: 1
* net charge: 0
* HOMO level: -0.2980 Eh
* largest force on an atom: 4.78 eV/Å
* gap between HOMO and LUMO: 0.3129 hartree


No. 5
Entry from OMol25: a cluster of 2 separate species, C20H24FO2 in total (ωB97M-V/def2-TZVPD).

Last column: Löwdin charge in e.
CARTESIAN COORDINATES (ANGSTROEM)
F1 7.68461 -3.23586 4.54740  0.083
O1 1.11297 -1.53451 0.49669  -0.034
O2 -0.15722 -2.04740 2.36661  -0.034
C1 2.80143 -4.70141 2.27937  0.100
C2 0.60158 -5.60137 1.76097  -0.009
C3 6.49735 -3.67776 4.02558  -0.205
C4 -2.44908 -1.72764 2.80268  -0.068
C5 4.03682 -4.46825 2.95705  -0.199
C6 4.19872 -4.25112 4.35145  0.017
C7 6.42193 -3.92670 2.65693  0.028
C8 5.41923 -3.85519 4.88466  0.034
C9 3.38448 -1.30765 1.91540  -0.095
C10 -0.20021 -5.53893 4.42567  -0.041
C11 1.02812 -1.80486 1.80876  -0.409
C12 -0.69611 -5.94151 2.09350  -0.048
C13 0.47752 -2.50109 -0.41878  -0.189
C14 2.19621 -1.89864 2.50639  -0.094
C15 5.20453 -4.33071 2.13939  0.008
C16 -1.28788 -1.10969 2.08519  -0.165
C17 -1.11585 -5.89296 3.42988  -0.025
C18 0.65002 -1.92152 -1.79377  -0.058
C19 1.11380 -5.22329 4.10588  0.012
C20 1.54271 -5.17336 2.75087  -0.191
H1 3.21886 -0.26756 1.58544  0.101
H2 0.94131 -5.66164 0.72445  0.119
H3 3.35533 -4.36176 5.02231  0.096
H4 -2.14045 -6.14998 3.69204  0.121
H5 -3.31771 -1.06777 2.72949  0.088
H6 5.52340 -3.67708 5.95287  0.137
H7 -1.00824 -0.13016 2.49700  0.137
H8 1.00039 -3.46110 -0.29958  0.110
H9 0.02034 -1.03352 -1.91954  0.090
H10 -1.44148 -1.05790 1.00069  0.115
H11 2.89729 -4.71198 1.18950  0.131
H12 -2.71393 -2.69017 2.35482  0.080
H13 -0.57742 -2.61141 -0.14262  0.116
H14 5.10959 -4.54064 1.07234  0.131
H15 -0.51174 -5.51562 5.47112  0.121
H16 3.72631 -1.87977 1.03773  0.084
H17 1.69034 -1.65270 -1.99567  0.088
H18 4.19472 -1.32720 2.65594  0.081
H19 7.29069 -3.80038 2.01639  0.136
H20 -2.22376 -1.88090 3.86164  0.086
H21 -1.39191 -6.24913 1.31194  0.120
H22 0.33306 -2.66394 -2.53098  0.087
H23 1.80918 -5.00535 4.90813  0.093
H24 2.14280 -2.13749 3.55821  0.115

* energy above the lowest of the compared OMol25 structures with the same formula, charge and spin: 63.1 kJ/mol
* multiplicity: 1
* net charge: +1
* HOMO level: -0.4033 Eh
* largest force on an atom: 2.10 eV/Å
* gap between HOMO and LUMO: 0.1989 hartree


No. 6
Entry from OMol25: a structure of composition C20H24IrN2 (ωB97M-V/def2-TZVPD).

Last column: Löwdin charge in e.
CARTESIAN COORDINATES (ANGSTROEM)
Ir1 1.44418 0.89265 -0.15106  1.532
N1 1.32941 -1.34520 -0.16850  -0.030
N2 -0.50334 0.35269 -1.05838  -0.031
C1 0.34363 -1.88468 -0.93364  -0.198
C2 2.08481 -3.55083 0.37641  0.015
C3 -3.47230 1.09891 2.21209  -0.007
C4 -2.80301 -0.48357 -2.43245  0.001
C5 -0.69778 0.82353 1.91618  -0.266
C6 -1.79030 -1.38308 -2.13581  0.046
C7 2.12223 -2.16754 0.53947  -0.078
C8 0.96157 2.75192 -0.41935  -0.234
C9 -2.90462 -0.17191 2.07129  -0.023
C10 -1.53544 1.19367 -1.23257  -0.073
C11 0.80116 0.72046 1.77128  -0.237
C12 -2.65030 0.83106 -1.98215  0.018
C13 1.10812 -4.12085 -0.43374  0.002
C14 -0.65551 -0.95105 -1.43265  -0.204
C15 -1.27423 2.09290 2.05395  -0.028
C16 -1.52160 -0.31412 1.92645  -0.015
C17 3.28114 0.54722 0.46757  -0.247
C18 2.29423 0.73635 -1.97217  -0.216
C19 0.23080 -3.27670 -1.09369  0.047
C20 -2.65732 2.23596 2.18637  -0.020
H1 1.19876 -0.22432 2.17733  0.081
H2 -0.61867 2.96619 2.03143  0.120
H3 -1.51284 2.17828 -0.76279  0.109
H4 -1.84049 -2.43095 -2.42209  0.123
H5 -3.08330 3.23818 2.27315  0.130
H6 -4.55013 1.20395 2.34120  0.133
H7 -3.53834 -1.06409 2.09271  0.128
H8 2.84146 -4.12162 0.90517  0.135
H9 3.20202 0.12022 -1.90327  0.037
H10 1.27973 1.58589 2.26158  0.098
H11 -0.56578 -3.64901 -1.73763  0.123
H12 1.55951 0.27261 -2.64714  0.040
H13 -3.67722 -0.79824 -2.99695  0.134
H14 -1.06252 -1.30062 1.83870  0.126
H15 -3.36906 1.61508 -2.17583  0.132
H16 2.84241 -1.73411 1.23362  0.119
H17 0.06332 3.03642 -0.97726  0.043
H18 1.02713 -5.19716 -0.55070  0.136
H19 3.36337 0.68501 1.56430  0.057
H20 1.82194 3.13289 -0.99280  0.050
H21 3.66524 -0.44659 0.17400  0.036
H22 3.90901 1.30416 -0.04142  0.065
H23 0.95758 3.25245 0.56097  0.043
H24 2.55133 1.74756 -2.32118  0.047

* energy above the lowest of the compared OMol25 structures with the same formula, charge and spin: 164.7 kJ/mol
* multiplicity: 6
* net charge: +2
* HOMO level (spin up / spin down): -0.4575 / -0.5797 Eh
* largest force on an atom: 4.90 eV/Å
* gap between HOMO and LUMO (spin up / spin down): 0.2267 / 0.1932 hartree